[1]
C25H43AlBBrF4N2O24P | wB97M-V/def2-TZVPD

DFT total energy: -176205.5593 eV
LUMO: -3.1183 eV
Total charge: -1

Element x y z (Å)
C (-2.266, -5.397, -2.516)
C (-0.918, -6.054, -1.853)
F (-0.341, -4.988, -0.952)
O (0.133, -6.427, -2.813)
C (-0.335, -7.425, -3.794)
O (0.104, -7.326, -5.079)
H (-3.117, -5.478, -1.684)
H (-2.685, -5.960, -3.454)
H (-2.110, -4.235, -2.683)
H (-1.266, -6.919, -1.140)
H (-1.066, -8.315, -3.578)
Al (-2.115, -6.795, -5.221)
C (-3.624, -1.149, -4.714)
C (-3.890, -2.172, -3.621)
N (-4.110, -3.020, -2.715)
H (-4.382, -1.235, -5.497)
H (-3.657, -0.139, -4.295)
H (-2.638, -1.320, -5.153)
C (1.087, 2.715, -4.789)
O (-0.290, 2.670, -4.462)
P (-0.605, 2.429, -2.778)
O (-2.099, 2.291, -3.096)
O (-0.265, 4.013, -2.467)
C (-0.922, 5.024, -3.214)
O (-0.919, 2.189, -1.094)
C (-1.571, 0.978, -0.754)
H (1.190, 3.049, -5.825)
H (1.622, 3.413, -4.140)
H (1.518, 1.717, -4.689)
H (-1.840, 4.668, -3.689)
H (-0.241, 5.406, -3.980)
H (-1.177, 5.845, -2.539)
H (-1.156, 0.147, -1.330)
H (-2.645, 1.064, -0.939)
H (-1.417, 0.785, 0.310)
C (3.237, -1.683, 0.411)
C (2.078, -1.134, -0.406)
C (1.494, -2.197, -1.323)
O (2.531, -0.032, -1.188)
H (4.050, -2.022, -0.241)
H (3.655, -0.903, 1.057)
H (2.917, -2.522, 1.036)
H (1.298, -0.760, 0.267)
H (2.245, -2.554, -2.036)
H (0.669, -1.784, -1.913)
H (1.122, -3.052, -0.750)
H (3.223, -0.356, -1.789)
Br (0.827, 5.102, -0.752)
C (-1.300, 4.742, 2.078)
C (-2.060, 3.432, 1.976)
O (-2.364, 2.923, 3.284)
C (-3.466, 3.457, 3.899)
O (-4.176, 4.325, 3.398)
C (-3.701, 2.792, 5.255)
F (-2.554, 2.658, 5.982)
F (-4.218, 1.537, 5.128)
F (-4.569, 3.484, 6.045)
H (-0.407, 4.622, 2.700)
H (-0.997, 5.093, 1.087)
H (-1.912, 5.519, 2.548)
H (-1.433, 2.684, 1.481)
H (-2.970, 3.539, 1.376)
C (-0.613, -9.008, -9.436)
N (-2.023, -9.426, -9.208)
O (-2.422, -9.455, -8.038)
O (-2.689, -9.713, -10.209)
H (-0.150, -8.787, -8.473)
H (-0.100, -9.835, -9.930)
H (-0.632, -8.118, -10.068)
B (7.631, 0.253, -2.161)
O (7.869, -1.111, -2.643)
C (6.672, -1.626, -2.960)
O (6.507, -2.753, -3.397)
C (5.640, -0.655, -2.707)
O (4.444, -0.813, -2.891)
O (6.183, 0.474, -2.230)
O (8.122, 0.417, -0.789)
C (9.037, 1.396, -0.819)
O (9.650, 1.790, 0.161)
C (9.177, 1.895, -2.162)
O (9.929, 2.786, -2.523)
O (8.351, 1.232, -2.983)
C (-2.964, 3.475, 9.238)
O (-2.181, 2.572, 10.011)
C (-0.943, 2.245, 9.371)
C (0.224, 3.020, 9.993)
O (0.119, 4.419, 9.723)
C (-0.373, 5.148, 10.844)
H (-3.777, 3.849, 9.867)
H (-2.376, 4.328, 8.887)
H (-3.397, 2.947, 8.384)
H (-1.002, 2.423, 8.291)
H (-0.778, 1.174, 9.527)
H (1.157, 2.676, 9.533)
H (0.292, 2.830, 11.071)
H (0.410, 5.225, 11.605)
H (-1.263, 4.682, 11.275)
H (-0.636, 6.156, 10.509)
C (-4.526, 0.722, 1.740)
O (-3.326, 0.495, 1.706)
O (-5.112, 1.560, 1.046)
O (-5.339, 0.147, 2.473)

Results of the Löwdin charge analysis, in e, for atoms 1 through 5: -0.082, -0.241, -0.047, -0.013, -0.282


[2]
C25H43AlBrCaClF7MgO12SSi | wB97M-V/def2-TZVPD

DFT total energy: -201965.6629 eV
LUMO: -2.7134 eV
Total charge: -1

Element x y z (Å)
C (-1.327, 3.364, 4.480)
C (-1.700, 3.154, 3.005)
C (-3.176, 2.788, 2.803)
C (-3.670, 3.031, 1.363)
C (-3.217, 1.919, 0.382)
C (-2.108, 2.453, -0.511)
C (-1.733, 1.434, -1.750)
C (-1.206, 0.107, -1.047)
C (-0.169, 0.127, -0.157)
C (0.188, -1.200, 0.476)
O (1.335, -1.556, 0.638)
C (-0.996, -2.081, 0.828)
Si (-1.017, -3.092, 2.460)
C (-2.259, -4.511, 2.313)
C (0.721, -3.605, 2.973)
C (-1.692, -1.962, 3.856)
C (-1.973, -2.120, -0.059)
C (-1.837, -1.260, -1.289)
O (-2.161, -1.663, -2.386)
H (-1.997, 2.829, 5.157)
H (-0.298, 3.056, 4.667)
H (-1.385, 4.418, 4.761)
H (-1.090, 2.363, 2.550)
H (-1.500, 4.099, 2.488)
H (-3.763, 3.468, 3.435)
H (-3.388, 1.769, 3.128)
H (-3.278, 4.007, 1.056)
H (-4.758, 3.099, 1.428)
H (-4.101, 1.609, -0.193)
H (-2.894, 1.063, 0.966)
H (-1.223, 2.646, 0.187)
H (-2.451, 3.426, -0.885)
H (-0.994, 1.895, -2.488)
H (-2.696, 1.217, -2.196)
H (0.400, 1.049, 0.150)
H (-2.593, -4.805, 3.320)
H (-1.857, -5.352, 1.750)
H (-3.154, -4.099, 1.839)
H (1.433, -2.796, 2.810)
H (1.025, -4.546, 2.514)
H (0.707, -3.771, 4.066)
H (-1.797, -2.614, 4.755)
H (-2.778, -1.458, 3.653)
H (-0.997, -1.159, 4.127)
H (-2.856, -2.734, 0.050)
C (4.850, -3.014, 5.125)
F (4.293, -3.926, 4.310)
F (5.945, -3.610, 5.685)
F (5.289, -2.029, 4.353)
S (3.671, -2.417, 6.414)
O (3.297, -3.615, 7.144)
O (2.578, -1.832, 5.652)
O (4.427, -1.466, 7.186)
Mg (0.007, 2.493, -1.006)
Br (-3.908, -0.851, 2.337)
Ca (-1.536, -4.098, 5.901)
F (2.072, 3.738, -3.003)
Al (3.714, 3.882, -3.519)
F (3.801, 5.171, -4.631)
F (4.196, 2.440, -4.280)
F (4.672, 4.208, -2.159)
O (7.902, 3.152, -3.036)
C (7.898, 1.961, -2.972)
O (9.042, 1.215, -3.097)
C (8.713, -0.180, -3.085)
C (7.360, -0.271, -2.395)
C (6.701, 1.046, -2.795)
H (8.675, -0.536, -4.118)
H (9.489, -0.728, -2.552)
H (6.791, -1.153, -2.683)
H (7.497, -0.298, -1.312)
H (6.173, 0.968, -3.745)
H (6.038, 1.414, -2.026)
Cl (8.037, -3.114, 5.271)
C (3.086, -0.111, -2.242)
O (1.863, 0.137, -2.366)
O (3.961, 0.736, -1.917)
O (3.576, -1.259, -2.423)
C (-5.019, -0.354, -6.129)
C (-5.699, -0.927, -4.893)
C (-4.758, -0.922, -3.695)
O (-6.130, -2.254, -5.152)
H (-4.147, -0.953, -6.401)
H (-5.699, -0.372, -6.981)
H (-4.694, 0.676, -5.966)
H (-6.595, -0.342, -4.665)
H (-3.878, -1.534, -3.885)
H (-5.254, -1.343, -2.817)
H (-4.420, 0.095, -3.453)
H (-5.352, -2.785, -5.357)
O (-5.470, 2.346, -2.354)
H (-4.730, 1.962, -2.898)
H (-6.048, 1.632, -1.979)
H (-5.999, 3.011, -2.862)

Results of the Löwdin charge analysis, in e, for atoms 1 through 5: -0.099, -0.261, -0.235, -0.193, -0.233


[3]
C25H43AuN2O3P2 | wB97M-V/def2-TZVPD

DFT total energy: -58003.0259 eV
LUMO (spin up / spin down): -8.7250 / -8.7222 eV
Total charge: +2

Element x y z (Å)
Au (-0.978, -0.476, -0.676)
C (-0.904, 3.671, -0.629)
C (-0.254, 3.085, -1.878)
C (-1.197, 3.106, -3.075)
P (0.340, 1.360, -1.513)
C (1.261, 0.708, -2.996)
C (2.204, 1.690, -3.682)
C (1.977, -0.574, -2.580)
C (1.523, 1.552, -0.149)
C (2.687, 2.293, -0.259)
C (3.610, 2.378, 0.791)
C (4.883, 3.126, 0.651)
C (3.310, 1.704, 1.986)
C (2.152, 0.993, 2.132)
C (1.201, 0.906, 1.077)
N (0.075, 0.208, 1.233)
C (-0.411, -0.161, 2.449)
C (-0.725, 0.840, 3.418)
C (-0.706, 2.294, 3.067)
C (-1.085, 0.450, 4.688)
C (-1.172, -0.893, 5.057)
C (-1.474, -1.284, 6.453)
C (-0.971, -1.859, 4.065)
C (-0.616, -1.528, 2.777)
C (-0.356, -2.606, 1.775)
H (-1.208, 4.698, -0.824)
H (-0.200, 3.681, 0.202)
H (-1.790, 3.105, -0.340)
H (0.647, 3.669, -2.107)
H (-2.116, 2.560, -2.865)
H (-0.734, 2.682, -3.964)
H (-1.467, 4.137, -3.298)
H (0.451, 0.452, -3.693)
H (3.095, 1.862, -3.086)
H (1.726, 2.641, -3.901)
H (2.520, 1.256, -4.628)
H (2.775, -0.361, -1.870)
H (2.417, -1.052, -3.451)
H (1.281, -1.280, -2.119)
H (2.914, 2.808, -1.182)
H (5.049, 3.472, -0.365)
H (5.729, 2.516, 0.965)
H (4.876, 3.994, 1.313)
H (4.018, 1.743, 2.801)
H (1.939, 0.472, 3.054)
H (-1.021, 2.456, 2.038)
H (0.291, 2.719, 3.189)
H (-1.379, 2.832, 3.731)
H (-1.320, 1.211, 5.418)
H (-1.347, -0.445, 7.132)
H (-0.840, -2.109, 6.773)
H (-2.504, -1.633, 6.533)
H (-1.069, -2.902, 4.326)
H (-0.200, -3.557, 2.275)
H (0.518, -2.386, 1.166)
H (-1.217, -2.718, 1.115)
C (-2.021, -2.394, -4.239)
O (-1.222, -3.044, -3.258)
P (-1.281, -2.698, -1.678)
O (-2.684, -3.219, -1.142)
C (-3.082, -4.585, -1.368)
O (-0.315, -3.862, -1.169)
C (0.976, -4.191, -1.671)
H (-1.770, -2.856, -5.195)
H (-1.802, -1.325, -4.271)
H (-3.082, -2.542, -4.038)
H (-4.164, -4.591, -1.475)
H (-2.790, -5.196, -0.516)
H (-2.617, -4.987, -2.268)
H (1.746, -3.606, -1.165)
H (1.040, -4.037, -2.747)
H (1.118, -5.248, -1.447)
N (-3.294, 0.168, -0.267)
H (-3.760, -0.648, 0.115)
H (-3.787, 0.423, -1.116)
H (-3.416, 0.927, 0.395)

Results of the Löwdin charge analysis, in e, for atoms 1 through 5: 0.603, -0.110, -0.530, -0.097, 1.005